1.
This record from the Open Molecules 2025 dataset describes C21H53ClP2RuSi as an isolated structure in a non-equilibrium geometry. The level of theory is ωB97M-V/def2-TZVPD.

XYZ file:
```
79
Properties=species:S:1:pos:R:3:forces:R:3
C -3.15002 -2.80404 1.32300 -0.139 -0.010 -0.100
H -0.10944 2.27204 0.93945 0.369 0.705 -0.026
H 1.14270 0.27354 4.47538 -0.169 0.061 -0.088
H 1.00531 3.56236 1.51646 -0.244 -0.072 -0.058
H -2.82415 -2.23165 -1.65564 -0.007 0.012 -0.063
Si -2.89443 0.27489 -1.21942 0.327 -0.531 -0.081
H -3.11466 1.57863 -3.38071 -0.122 0.121 0.301
H -4.37954 -0.52638 0.68191 -0.019 0.203 -0.002
C 0.09145 2.61983 -2.94225 0.535 0.015 0.155
C 2.35701 0.83006 -2.45126 0.037 0.309 0.059
H -0.52415 0.51561 3.89259 0.204 -0.094 -0.063
H 1.84121 -1.26496 -2.08310 0.016 0.219 -0.236
H -1.17239 2.27865 -4.64910 0.208 -0.202 0.017
H 1.28203 -0.64645 -3.67186 0.228 0.032 0.241
C 2.33235 3.92739 -1.00885 0.139 0.276 0.504
H -4.18323 -2.88164 1.69753 0.219 0.018 -0.158
H 3.00652 -0.97593 -3.39089 -0.184 -0.031 0.011
C 2.08730 -0.59939 -2.92167 0.024 -0.177 -0.093
H -1.13581 0.06854 -1.71091 -1.048 -0.213 -0.884
H 0.91198 -2.11671 5.17927 -0.296 -0.092 0.014
C -0.33415 -3.26878 -0.53733 -0.081 -0.258 -0.345
C 0.17094 -3.12078 0.89135 -0.146 0.243 0.749
P 0.89008 1.60322 -1.63700 2.299 1.958 -1.719
H 3.25650 3.59261 -1.49821 -0.257 0.194 0.126
H 1.45385 -1.60537 2.86217 -0.242 0.054 0.220
H -2.80288 -0.05559 2.57185 -0.021 -0.414 0.167
H 3.08295 0.78565 -1.62465 -0.157 -0.026 -0.247
C -4.11501 0.43218 0.22689 -0.265 -0.132 -0.011
H 1.71260 4.47059 -1.73326 0.230 -0.047 0.158
H -0.15163 3.92576 0.21786 0.088 -0.323 0.156
H -4.00211 -1.18878 3.24478 0.237 0.096 0.001
C 0.06639 -4.40096 1.70946 0.143 -0.438 -0.125
H 3.90832 1.23627 -3.84439 -0.132 0.169 -0.154
H -2.82163 -3.81969 1.05918 -0.066 0.311 0.042
H 0.00364 -3.27771 4.18252 -0.021 0.306 0.170
C 1.59637 2.75379 -0.37127 0.407 -0.024 -0.851
C 0.51100 3.14896 0.62446 0.093 0.378 0.356
C 0.45223 -1.34372 3.24071 -0.052 -0.287 -0.279
C -2.26808 -2.19381 2.41649 0.609 -0.455 0.368
C 0.47137 0.14391 3.61409 0.194 0.038 -0.019
H -4.64465 1.42026 -2.48836 0.235 -0.081 0.090
Cl 1.96474 -0.37013 0.50548 0.811 -0.467 0.396
H 0.69356 -4.34399 2.61269 -0.248 -0.103 -0.332
C -2.92396 -0.99943 3.12854 -0.080 0.114 0.067
Ru -0.25637 0.32376 -0.31693 -1.641 -2.698 2.303
C 2.93635 1.67653 -3.58362 0.380 -0.184 -0.043
H -5.02850 0.89174 -0.16739 -0.022 -0.134 0.058
H -2.72572 -1.28535 -3.14531 0.019 0.032 0.075
H -0.97421 -4.61280 2.01061 0.404 -0.019 -0.093
H -0.41358 4.49268 -1.92506 -0.126 -0.216 -0.138
C -3.20567 -1.34666 -2.16440 -0.462 0.178 0.189
H -1.04953 0.84973 -3.59579 0.199 0.332 -0.154
H 2.33136 2.12591 0.15679 -0.293 0.161 -0.195
C 0.09974 -2.21638 4.44353 0.260 0.070 0.250
H -4.28562 -1.46480 -2.31987 0.051 -0.137 -0.023
H 0.92766 3.18929 -3.37774 -0.356 0.000 -0.114
H 0.86685 0.75694 2.79143 -0.215 -0.237 0.220
P -0.60919 -1.66715 1.75242 -0.332 0.942 -0.982
C -0.48541 1.69617 -4.01957 -0.292 0.022 -0.154
H 0.29902 1.27856 -4.66395 -0.194 0.135 0.128
H -1.37965 -3.62102 -0.58196 0.441 0.170 -0.006
H -2.05596 -2.97918 3.16710 -0.343 0.231 -0.179
H -0.26076 -2.32301 -1.10700 -0.048 -0.350 0.242
H -1.69523 0.84731 0.23639 -1.361 0.703 0.484
C -0.91262 3.61205 -2.35118 -0.221 -0.008 -0.051
H -3.44587 2.61711 -1.96865 -0.129 -0.181 -0.169
H 0.42469 -5.24437 1.09845 -0.100 0.050 0.266
H -3.16552 -2.19797 0.40149 0.036 -0.298 0.460
H -1.53873 3.16409 -1.56454 0.245 0.125 -0.218
H 3.11115 2.72084 -3.30174 -0.078 -0.260 -0.182
H -1.57754 3.95098 -3.15348 0.075 0.057 0.185
H -2.50431 -0.85170 4.13384 -0.092 -0.010 -0.299
H 1.21753 -2.79775 0.83833 -0.144 -0.127 0.008
C -3.56617 1.60890 -2.38048 0.402 0.155 -0.093
H 2.30018 1.64250 -4.47599 0.219 0.089 0.145
H 0.29306 -4.01555 -1.05395 -0.232 0.218 0.071
H -0.83643 -1.87464 4.91042 0.299 -0.192 -0.055
H -3.72251 1.09249 1.00489 -0.088 -0.074 -0.141
H 2.61426 4.62426 -0.20920 0.083 0.101 -0.226
```
Positions in Å, forces in eV/Å.

Properties
charge = -1
calculated total energy = -64193.31333 eV
orbital gap (alpha / beta) = 1.49 / 7.16 eV
LUMO (alpha / beta) = 2.48 / 1.29 eV
expectation value of S² = 8.7608
spin multiplicity = 6
M = 532.2 g/mol

---

2.
This record from the Open Molecules 2025 dataset describes C21H54Li3N3O4 as an isolated structure in a non-equilibrium geometry. The level of theory is ωB97M-V/def2-TZVPD.

XYZ file:
```
85
Properties=species:S:1:pos:R:3:forces:R:3
C -1.64744 -1.00389 7.46931 0.961 0.434 -0.091
H -4.92819 6.02564 -4.26123 0.078 -0.127 -0.088
C -1.34020 -6.42197 -2.05398 -0.685 0.117 1.154
H -2.46929 -5.60929 1.79146 0.183 -0.681 -0.128
H -2.79013 -5.01570 -1.30165 0.244 0.303 -0.022
N -3.56293 4.27125 -1.63079 -0.780 -1.762 1.747
H -2.03927 3.70416 0.53451 -0.224 0.088 0.002
H -5.84922 5.50243 -2.86689 0.107 -0.121 0.133
C 5.00485 2.67401 -0.21209 0.011 0.089 -0.896
H -3.03670 5.09759 1.23907 0.176 -0.653 0.342
H -6.37196 3.52779 -1.96563 -0.413 -0.256 -0.181
H -1.44655 0.99547 5.36253 0.966 -0.242 0.403
H 5.29484 0.97452 0.92705 0.399 -0.452 0.078
C -1.94094 0.46214 7.43549 -1.428 1.811 4.178
H 5.27011 3.10694 -1.17661 -0.069 0.159 -0.005
C -2.08908 1.25512 6.20387 0.241 0.903 -2.168
H -2.75893 -6.42650 -0.36326 0.126 -0.573 0.157
Li -0.26678 -2.27449 -1.29527 -1.127 0.735 0.273
H -4.41876 6.53942 -2.66764 -0.229 0.198 0.001
C -4.74921 3.94196 -0.74109 1.585 -0.442 -0.132
H 6.11076 -1.28847 0.34465 -0.068 0.726 0.314
H -1.99092 2.32675 6.37729 0.220 -0.182 0.382
C -2.02728 -4.72305 1.33615 -1.311 1.236 -0.272
O -2.31290 -1.04589 -3.33385 0.330 0.042 0.750
N -1.23201 -5.03024 0.13813 -0.712 -0.653 -0.413
C 6.68263 -2.05463 -1.51752 0.798 0.199 -0.411
Li 2.62125 0.42900 -1.55462 -0.398 0.971 -0.230
C -2.09031 -5.73416 -0.87485 0.238 0.543 -0.221
C 6.20148 0.79564 -2.37381 0.793 -0.877 -0.137
O -0.03553 0.12036 0.45551 0.048 -0.603 -0.756
H 5.89847 -2.05740 -2.27461 0.135 -0.048 -0.006
H 1.61948 3.29334 -3.69262 -0.204 -0.713 0.323
H -2.12106 -6.64025 -2.78249 0.314 0.136 -0.313
H -0.55833 -1.04668 7.45877 0.357 -0.084 -0.638
H -4.39239 3.44217 0.15946 0.555 0.457 0.107
C 5.76932 1.39893 0.04227 0.344 -1.024 -0.351
H -1.43242 -4.29147 2.14113 0.359 0.151 -0.433
H 0.31291 -6.47735 -0.15287 -0.530 -0.094 -0.177
H -5.17346 4.89760 -0.43310 -0.599 0.046 0.093
C -4.83895 5.70176 -3.22429 0.703 0.090 -0.240
H 5.49614 1.48339 -2.84028 -0.049 0.505 0.716
H -2.92227 4.61861 -3.56198 0.050 0.534 0.002
H -3.48275 6.10055 -0.66295 0.258 0.657 -0.005
H 0.75223 -4.69589 2.34717 -0.886 0.148 -0.254
H 7.67768 -2.07934 -1.96175 -0.120 0.708 -0.879
H 7.86391 2.15876 -1.92925 -0.061 -0.100 0.578
H -0.54669 -5.79154 -2.45522 -0.202 0.070 -0.189
O 1.29895 2.38697 -3.51861 0.123 -0.349 0.822
H -1.79904 -1.42503 8.46317 -0.919 -0.022 -0.275
H -3.21459 -1.38752 -3.49124 0.717 0.278 0.288
H 3.92241 2.54882 -0.18442 -0.095 -0.053 -0.034
C 0.88449 -5.23064 1.40661 1.325 -0.717 0.051
H -0.90517 -7.37984 -1.76879 0.049 0.056 0.074
C -5.71092 2.96109 -1.30990 -1.101 0.346 -1.680
H 6.78197 -3.05960 -1.10729 -0.911 0.133 0.919
H 1.55144 -4.63243 0.78578 -0.591 0.562 -0.467
H -0.70426 -6.66593 1.32225 -0.075 -0.525 -0.157
H -1.95376 5.55024 -1.45544 -0.085 0.305 -0.089
H -2.03608 -1.52430 6.59397 -0.047 -0.263 0.342
H 1.64338 -5.95453 1.70354 -0.199 -0.706 0.146
C 6.58812 -0.85336 -0.53336 -0.405 -0.964 -0.700
H 7.62727 -0.61394 -0.30765 0.016 0.420 0.431
C -3.23562 -3.82704 1.07695 -0.753 0.524 -0.183
H 6.09980 -0.04213 -3.06366 0.020 -0.358 0.170
H -0.43707 -0.02152 1.33481 0.371 0.008 -0.753
H -4.29149 3.61977 -3.50012 -0.156 -0.175 0.316
H -2.98076 1.20311 5.57913 -0.952 -0.586 0.891
H -6.35019 2.41860 -0.61338 0.304 0.173 0.252
Li -1.35566 1.50254 -2.08399 0.277 -0.552 -0.314
N 5.81125 0.31725 -1.02748 -1.139 0.630 0.396
H -4.07124 -4.33546 0.59597 0.081 -0.443 0.073
H -3.13341 -2.94455 0.44540 0.791 0.068 -0.024
C -2.80994 5.26258 -0.84527 -0.556 -0.828 -2.137
H 7.84802 1.63349 -3.49863 0.227 -0.731 -0.291
H 6.79704 1.67193 0.28178 0.215 -0.040 0.224
C -2.32880 4.75383 0.48488 0.501 1.228 0.001
C -0.24928 -5.96173 0.62571 2.287 0.977 1.164
C 7.66284 1.24935 -2.49551 -0.618 1.047 0.182
H 5.27064 3.39826 0.55791 -0.055 -0.052 0.018
C -3.87182 4.51295 -3.03730 -0.491 0.539 0.322
O -2.08937 1.07541 8.53633 0.606 -1.766 -3.036
H -3.64119 -3.44340 2.01314 0.107 -0.125 0.178
H 8.33894 0.46508 -2.15505 0.136 0.119 -0.410
H -5.22603 2.25014 -1.97889 0.189 -0.202 0.294
H -1.44375 5.38472 0.56710 0.327 -0.323 0.897
```
Positions in Å, forces in eV/Å.

Properties
energy above the lowest of the compared OMol25 structures with the same formula, charge and spin = 206.7 kcal/mol
calculated total energy = -35921.48978 eV
orbital gap = 5.75 eV
LUMO = -1.22 eV
spin multiplicity = 1
M = 433.5 g/mol

---

3.
This record from the Open Molecules 2025 dataset describes a 7-piece molecular cluster, C21H55NO7 overall in a non-equilibrium geometry. The level of theory is ωB97M-V/def2-TZVPD.

XYZ file:
```
84
Properties=species:S:1:pos:R:3:forces:R:3
C 3.94265 2.36833 0.03366 -0.526 0.631 0.269
H 0.77765 -5.07471 -3.25941 -0.088 0.373 -0.142
O 1.02167 0.08985 -0.56215 -0.518 0.520 -0.327
H -0.63777 2.34972 -2.47206 -0.122 0.227 0.146
H -4.89650 -3.51360 -2.38117 0.122 -0.095 0.081
H 1.74867 0.40830 0.00040 -0.226 -0.243 -0.076
O 2.19879 -0.57575 -3.18990 0.084 0.239 -0.542
C -0.18994 3.13919 2.29595 0.121 1.038 0.478
H 1.40387 2.44692 5.72264 -0.011 0.247 -0.123
O 1.94421 2.26526 2.99613 -0.052 0.474 -0.154
H -3.46325 0.34903 -2.06962 -0.176 -0.014 0.192
C -2.20120 2.45207 3.72212 0.833 0.140 -0.471
H 2.35760 -2.56232 -1.48872 -0.234 0.106 -0.257
H -0.32822 4.80080 3.85239 -0.109 -0.408 0.050
C -2.41523 1.80893 -1.32907 -0.006 -0.804 0.801
H -2.24090 3.75885 2.12144 0.437 0.177 -0.429
O 3.15103 0.42079 1.21729 0.530 0.191 0.180
H 4.91974 0.49406 0.18274 0.070 0.011 0.161
H -0.36611 -6.16787 -5.11556 -0.271 -0.221 0.060
C 0.69371 0.07656 4.36803 0.361 -0.250 0.698
H -1.97335 -5.54504 -4.61264 0.005 -0.100 0.211
H -0.13352 -0.58426 1.05214 0.252 -0.006 0.031
C 0.34755 -0.96871 0.14372 0.757 0.728 -0.062
H -4.94387 -3.61448 -4.12497 0.349 0.651 -0.255
C -4.27123 -3.63670 -3.26562 0.394 -1.128 0.407
C -1.67161 2.84556 2.33571 -1.683 0.588 0.721
H 1.27796 3.36205 0.73803 -0.085 0.291 -0.116
H 0.05474 2.20359 0.34728 -0.180 -0.040 0.065
H -1.88476 1.26170 -0.54042 0.435 0.047 -0.162
H 3.46692 3.08290 0.70999 0.097 0.201 -0.194
H -0.79130 -4.54458 -2.55003 0.119 0.369 -0.354
O -3.53627 -1.35457 -3.11593 0.502 0.046 0.013
H -0.37898 5.24160 2.16685 0.343 0.319 0.075
H -3.85206 -4.65033 -3.29262 -0.293 -0.107 0.293
H -2.19765 2.44400 -3.34170 0.149 -0.059 -0.160
C -0.89914 -5.38790 -4.56947 0.843 0.447 -0.371
N 0.54226 2.08781 3.00849 -0.444 -1.115 -0.699
H -2.58855 2.78885 -0.88175 -0.401 0.090 -0.301
H -2.02996 2.14494 1.57892 0.462 -0.333 0.072
C 0.33870 2.34134 5.50950 0.365 0.053 0.613
H -4.02187 -1.17771 -3.92800 -0.027 0.102 0.060
H 4.07966 -2.81430 -1.52143 0.073 0.354 0.028
H -3.28356 2.33950 3.66128 0.028 -0.404 0.128
H 3.24209 -3.13150 -2.97375 -0.613 -0.073 0.049
H 3.23051 2.16979 -0.77147 -0.096 -0.447 0.197
H 3.49387 -0.36205 1.66447 -0.466 -0.065 0.093
H 0.01771 -6.39902 -1.67074 -0.119 -0.393 0.071
H 1.21570 -1.60360 0.37134 -0.883 -0.788 0.496
H 2.21667 1.72745 2.23462 0.085 -0.087 0.411
H 1.78423 0.05109 4.34885 -0.014 0.121 0.172
O -3.65440 1.11561 -1.50532 0.159 0.482 -0.323
H -2.02689 3.31166 4.37477 -0.011 -0.167 0.250
C 3.43166 -1.03159 -2.66574 -0.637 -0.340 0.446
H 3.79346 -0.31534 -1.91781 0.090 -0.196 0.115
C -1.61773 1.88737 -2.60471 0.195 -0.028 -0.065
H 1.62674 -0.32432 -2.45081 0.084 0.007 0.218
H -2.47336 -2.91732 -2.32222 0.024 0.097 -0.009
H 4.94881 1.36832 1.71239 -0.202 0.277 0.021
H 0.32663 -0.36915 5.29802 0.322 0.054 0.153
H 4.76897 2.85225 -0.48605 0.300 -0.089 0.409
H -0.32306 3.91957 0.20933 -0.143 0.170 0.305
C 0.10862 1.48419 4.27506 -1.481 -0.477 -0.815
H -0.11641 1.92969 6.41505 0.046 -0.432 -0.172
H -0.64294 -4.47064 -5.10810 -0.278 0.080 -0.012
H -1.62059 0.43532 3.41624 0.341 0.134 -0.306
H -1.82609 0.76090 5.05627 0.370 0.335 0.354
H 4.16197 -1.07146 -3.47464 -0.086 0.184 -0.055
C -0.29482 -5.27549 -3.19472 -0.337 -1.102 0.719
H -0.13974 3.31545 5.42523 0.309 0.101 -0.266
C -0.67817 -1.56386 -0.78667 1.323 -0.884 -1.221
H -2.47311 -2.83687 -4.11470 0.272 0.028 0.187
H -1.23154 -2.40869 -0.38118 -0.390 0.429 0.383
C 3.23487 -2.44975 -2.12222 1.189 -0.240 0.127
H -1.39220 0.88567 -2.97992 -0.236 -0.021 -0.114
H -1.26053 -0.81312 -1.31650 -0.452 0.073 0.597
C 4.33295 1.15393 0.83624 0.525 -0.652 -1.220
C 0.20195 3.18060 0.81096 1.051 -0.818 0.193
O -0.43552 -6.55009 -2.50713 0.164 0.556 -0.189
H -0.11476 -2.02891 -1.61074 0.033 0.029 -0.005
C 0.09357 4.55914 2.87657 -0.297 -0.202 -0.457
H 0.33337 -0.61076 3.60147 -0.056 0.409 -0.355
H 1.16933 4.71757 2.93958 -0.003 0.118 -0.167
C -1.41387 1.21972 4.15210 -0.998 -0.008 -0.043
C -3.06850 -2.71151 -3.20586 -1.363 0.485 -0.808
```
Positions in Å, forces in eV/Å.

Properties
energy above the lowest of the compared OMol25 structures with the same formula, charge and spin = 14.9 kcal/mol
calculated total energy = -38488.85611 eV
orbital gap = 8.25 eV
LUMO = 0.25 eV
spin multiplicity = 1
M = 433.7 g/mol